*1*
Here is a 2-piece molecular cluster, C9H15NO2 overall from OMol25. Energies are from ωB97M-V/def2-TZVPD.

The SMILES is C#C[C@H]1O[C@H]1C.CN1CC(O)C1. The calculation puts the HOMO energy at -8.848 eV. The value obtained for the gap between HOMO and LUMO is 9.606 eV.

Each line ends with the Löwdin charge.
CARTESIAN COORDINATES (ANGSTROEM)
C -1.470 -1.026 0.345  0.156
C -1.737 -2.148 -0.023  -0.053
C -2.092 -3.488 -0.438  -0.280
O -1.328 -4.067 -1.495  0.000
C -1.201 -4.633 -0.198  -0.310
C 0.135 -4.492 0.479  -0.035
H -1.240 -0.034 0.649  0.001
H -3.171 -3.676 -0.512  0.148
H -1.684 -5.595 -0.084  0.136
H 0.510 -3.469 0.380  0.079
H 0.866 -5.186 0.036  0.085
H 0.049 -4.732 1.549  0.087
C 2.546 4.768 -0.340  -0.108
N 1.291 4.051 -0.356  -0.206
C 1.328 2.629 -0.710  -0.129
C 0.238 2.377 0.334  -0.348
O 0.428 1.206 1.086  -0.055
C 0.680 3.727 0.937  -0.130
H 2.939 4.846 -1.359  0.082
H 2.389 5.784 0.043  0.083
H 3.312 4.271 0.292  0.084
H 1.123 2.392 -1.763  0.118
H 2.259 2.127 -0.396  0.125
H -0.771 2.426 -0.104  0.149
H -0.318 1.116 1.705  0.087
H 1.423 3.547 1.729  0.121
H -0.081 4.436 1.287  0.113

*2*
Here is an isolated molecule of C9H15NO2 from OMol25. Energies are from ωB97M-V/def2-TZVPD.

The SMILES is C=CC1(OC(N)=O)CCCCC1. The calculation puts the HOMO energy at -9.377 eV. The value obtained for the gap between HOMO and LUMO is 10.246 eV.

Each line ends with the Löwdin charge.
CARTESIAN COORDINATES (ANGSTROEM)
C -2.624 -0.349 -1.298  0.064
C -1.541 -1.039 -0.742  -0.071
C -0.319 -0.387 -0.098  -0.429
O -0.405 -0.366 1.349  0.066
C -1.437 0.213 1.990  -0.579
N -1.632 0.001 3.331  0.155
O -2.297 0.918 1.457  0.045
C -0.069 0.985 -0.747  -0.111
C 1.355 1.555 -0.491  -0.187
C 2.435 0.625 -0.963  -0.216
C 2.267 -0.693 -0.195  -0.178
C 0.862 -1.294 -0.483  -0.115
H -3.394 -0.909 -1.765  0.039
H -2.728 0.718 -1.224  0.056
H -1.546 -2.130 -0.841  0.105
H -2.551 0.265 3.705  0.124
H -1.191 -0.872 3.637  0.109
H -0.251 0.852 -1.798  0.118
H -0.756 1.719 -0.382  0.103
H 1.515 1.827 0.559  0.119
H 1.488 2.511 -1.016  0.110
H 2.317 0.416 -2.030  0.117
H 3.425 1.020 -0.747  0.108
H 3.058 -1.366 -0.536  0.106
H 2.425 -0.559 0.867  0.107
H 0.768 -2.245 0.011  0.115
H 0.828 -1.415 -1.551  0.120

Most stable = *2*

*1*
Here is an isolated molecule of C7H7NO4 from OMol25. Energies are from ωB97M-V/def2-TZVPD.

The SMILES is O=C[C@H]1[C@H]([N+](=O)[O-])[C@H]2C=C[C@@H]1O2. The calculation puts the HOMO energy at -10.115 eV. The value obtained for the gap between HOMO and LUMO is 10.131 eV.

Each line ends with the Löwdin charge.
CARTESIAN COORDINATES (ANGSTROEM)
O -0.091 -1.135 2.203  0.103
C 0.668 -0.293 1.877  -0.257
C 0.962 0.119 0.485  -0.157
C 0.241 -0.945 -0.379  -0.051
N 1.011 -1.631 -1.367  -0.356
O 0.587 -2.656 -1.932  0.056
O 2.147 -1.210 -1.617  0.067
C -0.743 0.246 -1.329  -0.127
C -1.824 0.464 -0.237  0.009
C -1.188 1.129 0.716  -0.042
C 0.187 1.419 0.203  -0.248
O 0.103 1.330 -1.205  -0.034
H 1.253 0.244 2.635  0.137
H 2.014 0.419 0.363  0.167
H -0.496 -1.502 0.112  0.124
H -0.992 -0.047 -2.429  0.189
H -2.912 0.230 -0.342  0.135
H -1.544 1.443 1.617  0.098
H 0.616 2.376 0.626  0.187

*2*
Here is an isolated molecule of C7H7NO4 from OMol25. Energies are from ωB97M-V/def2-TZVPD.

The SMILES is C/C=[N+](\[O-])O[C@H]1C=COC1=C=O. The calculation puts the HOMO energy at -8.112 eV. The value obtained for the gap between HOMO and LUMO is 8.672 eV.

Each line ends with the Löwdin charge.
CARTESIAN COORDINATES (ANGSTROEM)
C 2.892 -0.826 -0.130  -0.031
C 1.504 -0.266 -0.419  -0.095
N 0.828 0.374 0.456  -0.259
O 0.961 0.537 1.655  0.022
O -0.464 0.907 -0.091  -0.016
C -1.633 0.576 0.573  -0.246
C -3.036 1.166 0.282  -0.020
C -3.912 0.274 -0.021  -0.090
O -3.326 -0.990 -0.200  -0.002
C -2.014 -0.882 0.184  -0.195
C -1.139 -1.826 0.431  -0.112
O -0.279 -2.538 0.666  0.210
H 3.099 -0.578 0.998  0.123
H 3.594 -0.350 -0.791  0.061
H 2.935 -1.853 -0.470  0.071
H 1.042 -0.479 -1.381  0.141
H -1.652 0.853 1.671  0.166
H -3.131 2.242 0.545  0.132
H -4.940 0.395 -0.386  0.141

Most stable = *1*

*1*
Here is C30H26N4O6Ti as an isolated structure from OMol25. Energies are from ωB97M-V/def2-TZVPD.

Its multiplicity is 3. The calculation puts the HOMO energy (spin up / spin down) at 0.458 / -1.958 eV. The value obtained for the gap between HOMO and LUMO (spin up / spin down) is 4.023 / 6.439 eV. The net charge is -2.

Each line ends with the Mulliken spin population.
CARTESIAN COORDINATES (ANGSTROEM)
Ti 0.750 0.500 -0.369  0.959
C -2.289 0.519 -3.259  -0.011
O -3.064 1.640 -2.786  -0.001
C -3.130 1.835 -1.457  0.008
C -4.323 2.200 -0.915  0.004
C -4.459 2.486 0.461  -0.003
C -3.343 2.383 1.263  0.007
C -2.123 2.007 0.730  0.042
C -0.945 1.989 1.631  0.035
N 0.147 1.647 1.314  -0.024
N 1.161 1.842 2.273  -0.002
C 2.302 1.555 1.709  0.014
O 2.457 1.182 0.522  0.019
C 3.542 1.705 2.566  0.001
C 3.487 2.095 3.889  0.001
C 4.653 2.209 4.636  -0.001
C 5.885 1.932 4.057  0.001
C 5.937 1.542 2.731  -0.001
C 4.761 1.429 1.990  0.001
C -1.970 1.726 -0.633  -0.020
O -0.873 1.415 -1.120  -0.017
H -2.664 0.309 -4.261  0.001
H -2.428 -0.353 -2.622  0.009
H -1.225 0.758 -3.295  0.007
H -5.173 2.260 -1.585  0.001
H -5.415 2.775 0.873  0.000
H -3.404 2.596 2.325  0.000
H -1.078 2.332 2.663  -0.003
H 2.516 2.303 4.319  0.000
H 4.599 2.513 5.675  0.000
H 6.795 2.019 4.638  0.000
H 6.891 1.320 2.268  0.000
H 4.768 1.119 0.953  0.001
O -1.957 -1.201 -0.312  -0.007
C -2.896 -1.858 0.465  0.003
C -2.406 -1.987 1.885  0.000
C -2.638 -3.159 2.611  0.000
C -2.173 -3.252 3.907  0.000
C -1.480 -2.185 4.451  0.000
C -1.303 -1.054 3.660  0.001
N -1.763 -0.946 2.420  0.004
H -1.567 -1.820 -0.999  0.000
H -3.122 -2.859 0.072  0.001
H -3.845 -1.293 0.490  -0.001
H -3.152 -3.990 2.145  0.000
H -2.330 -4.159 4.482  0.000
H -1.076 -2.224 5.455  0.000
H -0.758 -0.196 4.035  -0.001
O -0.943 -2.653 -2.423  0.137
C -0.061 -1.832 -2.816  0.144
N 0.514 -0.868 -2.041  -0.054
C 1.334 -0.084 -2.791  0.172
O 1.896 0.902 -2.193  0.122
C 1.362 -0.553 -4.148  0.160
C 2.011 -0.142 -5.321  0.005
C 1.783 -0.838 -6.492  0.040
C 0.894 -1.956 -6.517  0.127
C 0.248 -2.362 -5.359  -0.066
C 0.479 -1.673 -4.170  0.176
H 2.679 0.712 -5.308  0.011
H 2.279 -0.528 -7.407  0.007
H 0.723 -2.484 -7.449  0.019
H -0.435 -3.205 -5.368  0.004
C 1.146 -1.266 0.823  -0.049
H 1.350 -1.064 1.894  0.003
H 2.078 -1.659 0.381  0.007
H 0.383 -2.057 0.753  0.006

*2*
Here is C30H26N4O6Ti as an isolated structure from OMol25. Energies are from ωB97M-V/def2-TZVPD.

Its multiplicity is 3. The calculation puts the HOMO energy (spin up / spin down) at 0.590 / -2.264 eV. The value obtained for the gap between HOMO and LUMO (spin up / spin down) is 4.005 / 6.854 eV. The net charge is -2.

Each line ends with the Mulliken spin population.
CARTESIAN COORDINATES (ANGSTROEM)
Ti -0.809 0.681 -0.843  0.177
C -0.790 -0.472 -4.732  -0.004
O -1.865 -1.421 -4.806  -0.005
C -2.468 -1.898 -3.680  -0.070
C -3.245 -3.034 -3.887  0.198
C -3.902 -3.647 -2.820  -0.098
C -3.778 -3.128 -1.546  0.122
C -3.000 -1.976 -1.309  -0.043
C -2.881 -1.462 0.017  0.418
N -2.156 -0.368 0.344  0.093
N -2.267 0.062 1.646  -0.084
C -1.443 1.042 1.827  0.091
O -0.636 1.420 0.855  -0.014
C -1.450 1.818 3.078  0.000
C -0.619 2.934 3.178  0.034
C -0.602 3.694 4.344  -0.024
C -1.408 3.353 5.420  0.045
C -2.237 2.239 5.321  -0.025
C -2.260 1.477 4.162  0.040
C -2.343 -1.354 -2.402  0.089
O -1.597 -0.266 -2.166  0.001
H -0.448 -0.361 -5.760  0.000
H -1.128 0.490 -4.356  0.000
H 0.029 -0.827 -4.108  0.000
H -3.300 -3.433 -4.894  0.018
H -4.496 -4.538 -2.994  -0.006
H -4.271 -3.603 -0.703  0.003
H -3.428 -1.950 0.815  0.015
H 0.000 3.190 2.323  0.012
H 0.047 4.561 4.407  -0.001
H -1.396 3.948 6.326  0.006
H -2.870 1.962 6.158  -0.001
H -2.900 0.608 4.071  0.003
O 0.088 -2.723 -1.299  -0.013
C 0.639 -3.304 -0.168  -0.003
C 0.967 -2.350 0.961  0.025
C 1.235 -2.873 2.230  -0.003
C 1.650 -2.029 3.235  0.001
C 1.816 -0.686 2.945  0.007
C 1.518 -0.254 1.664  0.020
N 1.069 -1.057 0.695  0.008
H 0.655 -2.008 -1.665  0.011
H 1.577 -3.837 -0.387  0.000
H -0.066 -4.051 0.205  0.003
H 1.110 -3.937 2.403  0.000
H 1.838 -2.408 4.233  0.001
H 2.157 0.021 3.691  0.000
H 1.629 0.790 1.394  -0.029
O 1.164 3.300 -0.527  0.151
C 1.726 2.269 -0.928  0.099
N 1.066 1.143 -1.504  -0.020
C 2.039 0.200 -1.910  0.155
O 1.771 -0.904 -2.462  0.133
C 3.324 0.700 -1.542  0.150
C 4.614 0.149 -1.658  0.002
C 5.687 0.864 -1.177  0.042
C 5.505 2.148 -0.566  0.131
C 4.241 2.693 -0.444  -0.062
C 3.144 1.973 -0.923  0.166
H 4.751 -0.824 -2.119  0.013
H 6.687 0.451 -1.253  0.009
H 6.368 2.690 -0.195  0.020
H 4.093 3.665 0.018  0.004
C -1.898 2.389 -1.474  -0.019
H -1.596 3.243 -0.865  0.003
H -2.972 2.209 -1.367  0.003
H -1.678 2.607 -2.524  0.003

Most stable = *2*

*1*
Here is C8H19N as an isolated structure from OMol25. Energies are from ωB97M-V/def2-TZVPD.

The calculation puts the HOMO energy at -7.839 eV. The value obtained for the gap between HOMO and LUMO is 8.392 eV.

Each line ends with the Löwdin charge.
CARTESIAN COORDINATES (ANGSTROEM)
C 1.288 1.093 0.599  -0.399
C -1.069 0.131 -0.722  -0.341
C 0.587 1.385 1.887  -0.058
C 2.027 -0.073 0.449  -0.063
C 1.347 2.196 -0.408  -0.068
C -0.506 -0.485 -1.996  -0.102
C -2.505 -0.311 -0.440  -0.116
H -1.056 1.216 -0.809  0.089
H 2.172 2.869 -0.149  0.097
H 1.217 2.041 2.501  0.095
H 0.390 0.467 2.435  0.072
H -0.364 1.891 1.711  0.085
H 2.649 -0.138 -0.437  0.076
H 1.048 -1.217 0.877  0.102
H 2.580 -0.416 1.318  0.091
H 0.437 2.796 -0.404  0.076
H 1.534 1.825 -1.414  0.079
H -0.484 -1.572 -1.921  0.059
H -1.117 -0.232 -2.864  0.073
H 0.504 -0.132 -2.201  0.053
H -2.540 -1.390 -0.290  0.058
H -3.168 -0.034 -1.262  0.069
H -2.878 0.160 0.469  0.069
C -0.364 -2.951 0.717  -0.203
N -0.053 -1.846 1.209  -0.046
H -0.509 -0.344 0.177  0.050
H -0.144 -3.305 -0.302  0.054
H -1.024 -3.626 1.269  0.051

*2*
Here is a 3-piece molecular cluster, C8H19N overall from OMol25. Energies are from ωB97M-V/def2-TZVPD.

The calculation puts the HOMO energy (spin up / spin down) at -6.845 / -6.051 eV. The value obtained for the gap between HOMO and LUMO (spin up / spin down) is 7.654 / 6.893 eV.

Each line ends with the Löwdin charge.
CARTESIAN COORDINATES (ANGSTROEM)
C 1.262 0.757 -0.420  -0.460
C 1.496 1.377 0.932  -0.102
C 1.111 1.758 -1.528  -0.102
C 2.220 -0.361 -0.733  -0.102
H -0.066 -0.838 0.666  0.113
H 0.876 1.285 -2.485  0.067
H 2.021 -0.812 -1.708  0.069
H 2.500 1.831 0.997  0.085
H 1.443 0.639 1.739  0.078
H 0.779 2.172 1.149  0.070
H 2.045 2.326 -1.685  0.086
H 0.339 2.502 -1.311  0.067
H 3.263 -0.002 -0.757  0.085
H 2.189 -1.154 0.022  0.077
C -0.857 -0.995 -1.377  -0.102
C -1.561 0.711 0.299  -0.102
N -0.692 -0.394 -0.065  -0.220
C -1.606 -2.049 1.229  -0.065
C -2.231 -1.798 2.362  -0.124
H -1.420 -3.052 0.846  0.033
H -0.625 -0.278 -2.166  0.075
H -1.882 -1.356 -1.468  0.082
H -0.191 -1.849 -1.473  0.086
H -1.363 1.004 1.327  0.083
H -2.596 0.372 0.240  0.085
H -1.392 1.571 -0.351  0.076
H -2.485 -0.786 2.676  0.027
H -2.577 -2.577 3.045  0.036

Most stable = *1*